#w
# C4H7N3

One molecule with the formula C4H7N3 (ωB97M-V/def2-TZVPD, the OMol25 dataset).

Bonds (Å) are listed after each position.
CARTESIAN COORDINATES (ANGSTROEM)
1 H 0.663 1.726 -0.878  C13 1.093
2 C -1.120 -0.831 0.387  C7 1.473, H8 1.182, H10 1.145, N14 1.433
3 H 3.020 -1.229 -0.456  C9 1.053
4 N 0.995 -0.982 -0.173  C9 1.259, N14 1.323
5 H -0.910 1.910 0.063  C13 1.123
6 N -3.547 -0.272 -0.536  C7 1.205
7 C -2.424 -0.358 -0.109  C2 1.473, N6 1.205
8 H -1.116 -0.801 1.568  C2 1.182
9 C 2.178 -0.603 -0.376  H3 1.053, N4 1.259, H12 1.100
10 H -0.984 -1.906 0.017  C2 1.145
11 H 0.720 1.606 0.923  C13 1.152
12 H 2.443 0.459 -0.269  C9 1.100
13 C 0.084 1.393 -0.013  H1 1.093, H5 1.123, H11 1.152, N14 1.513
14 N -0.002 -0.112 -0.149  C2 1.433, N4 1.323, C13 1.513

**Frontier orbital gap**: 9.62 eV
**SMILES**: C=NN(C)CC#N

---

#x
# C4H7N3

One molecule with the formula C4H7N3 (ωB97M-V/def2-TZVPD, the OMol25 dataset).

Bonds (Å) are listed after each position.
CARTESIAN COORDINATES (ANGSTROEM)
1 C -1.827 0.796 -0.008  N2 1.387, C10 1.354, H13 1.085
2 N -0.443 0.810 -0.099  C1 1.387, H4 1.051, C11 1.366
3 H -0.878 -2.186 -0.046  N12 0.983
4 H 0.128 1.669 0.101  N2 1.051
5 N 1.325 -0.869 0.060  C11 1.286, C14 1.481
6 H -3.173 -1.000 0.213  C10 1.109
7 H 3.377 -0.408 -0.347  C14 1.170
8 H 2.165 0.888 -0.820  C14 1.147
9 H 2.502 0.660 0.993  C14 1.113
10 C -2.198 -0.507 0.025  C1 1.354, H6 1.109, N12 1.372
11 C 0.122 -0.434 -0.068  N2 1.366, N5 1.286, N12 1.391
12 N -1.029 -1.216 -0.088  H3 0.983, C10 1.372, C11 1.391
13 H -2.480 1.658 0.072  C1 1.085
14 C 2.408 0.140 0.014  N5 1.481, H7 1.170, H8 1.147, H9 1.113

**Frontier orbital gap**: 8.17 eV
**SMILES**: CN=c1[nH]cc[nH]1

---

#y
# C4H7N3

One molecule with the formula C4H7N3 (ωB97M-V/def2-TZVPD, the OMol25 dataset).

Bonds (Å) are listed after each position.
CARTESIAN COORDINATES (ANGSTROEM)
1 H -1.021 -0.918 1.211  C7 1.086
2 C 1.505 -0.138 0.018  C3 1.464, N6 1.353, N11 1.271
3 C 2.647 0.778 -0.012  C2 1.464, N4 1.153
4 N 3.573 1.465 -0.024  C3 1.153
5 H -2.246 1.207 0.490  C10 1.102
6 N 0.276 0.419 0.120  C2 1.353, C7 1.587, H12 1.023
7 C -1.003 -0.517 0.201  H1 1.086, N6 1.587, C10 1.506, H14 1.113
8 H 2.579 -1.612 -0.248  N11 1.005
9 H -1.885 0.662 -1.243  C10 1.166
10 C -2.195 0.326 -0.169  H5 1.102, C7 1.506, H9 1.166, H13 1.111
11 N 1.609 -1.400 -0.095  C2 1.271, H8 1.005
12 H 0.322 1.396 0.419  N6 1.023
13 H -3.136 -0.265 -0.193  C10 1.111
14 H -1.026 -1.403 -0.473  C7 1.113

**Frontier orbital gap**: 10.42 eV
**SMILES**: [H]/N=C(\C#N)NCC

---

#z
# C4H7N3

One molecule with the formula C4H7N3 (ωB97M-V/def2-TZVPD, the OMol25 dataset).

Bonds (Å) are listed after each position.
CARTESIAN COORDINATES (ANGSTROEM)
1 H -1.172 -0.702 1.395  C13 1.098
2 H 0.240 1.324 0.627  N11 1.009
3 C 2.577 0.752 -0.057  N7 1.157, C9 1.464
4 C -2.113 0.329 -0.272  H6 1.098, H10 1.095, H12 1.093, C13 1.525
5 H -0.710 -1.337 -0.184  C13 1.092
6 H -2.305 1.285 0.231  C4 1.098
7 N 3.469 1.486 -0.114  C3 1.157
8 N 1.596 -1.453 -0.239  C9 1.279, H14 1.016
9 C 1.469 -0.203 -0.001  C3 1.464, N8 1.279, N11 1.363
10 H -3.034 -0.261 -0.215  C4 1.095
11 N 0.269 0.373 0.293  H2 1.009, C9 1.363, C13 1.449
12 H -1.887 0.532 -1.321  C4 1.093
13 C -0.943 -0.419 0.359  H1 1.098, C4 1.525, H5 1.092, N11 1.449
14 H 2.545 -1.707 -0.500  N8 1.016

**Frontier orbital gap**: 10.40 eV
**SMILES**: [H]/N=C(\C#N)NCC

---

Most stable = #z

---

#w
# C4H7N3

One molecule with the formula C4H7N3 (ωB97M-V/def2-TZVPD, the OMol25 dataset).

Bonds (Å) are listed after each position.
CARTESIAN COORDINATES (ANGSTROEM)
1 H 1.413 -2.689 0.401  C7 1.088
2 C -1.086 1.092 -0.121  N8 1.379, N14 1.307
3 H -1.545 -0.731 0.305  N14 1.009
4 H 1.104 -0.520 -0.796  C12 1.098
5 N -1.247 4.159 -0.759  C9 1.156
6 H 1.136 -0.263 0.963  C12 1.098
7 C 0.432 -2.221 0.353  H1 1.088, H10 1.095, H11 1.095, C12 1.510
8 N -0.068 1.991 -0.361  C2 1.379, C9 1.345, H13 1.027
9 C -0.686 3.165 -0.578  N5 1.156, N8 1.345
10 H -0.134 -2.666 -0.473  C7 1.095
11 H -0.104 -2.411 1.290  C7 1.095
12 C 0.577 -0.733 0.143  H4 1.098, H6 1.098, C7 1.510, N14 1.447
13 H 0.955 1.979 -0.454  N8 1.027
14 N -0.747 -0.152 0.087  C2 1.307, H3 1.009, C12 1.447

**Frontier orbital gap**: 9.48 eV

---

#x
# C4H7N3

One molecule with the formula C4H7N3 (ωB97M-V/def2-TZVPD, the OMol25 dataset).

Bonds (Å) are listed after each position.
CARTESIAN COORDINATES (ANGSTROEM)
1 H -0.648 -1.257 -0.432  C3 1.093
2 N 0.233 0.531 -0.037  C3 1.449, C8 1.352, H12 1.010
3 C -0.906 -0.352 0.122  H1 1.093, N2 1.449, C4 1.516, H13 1.099
4 C -2.167 0.294 -0.417  C3 1.516, H6 1.093, H7 1.095, H9 1.096
5 C 2.627 0.799 -0.200  C8 1.458, N14 1.157
6 H -3.011 -0.396 -0.324  C4 1.093
7 H -2.033 0.550 -1.473  C4 1.095
8 C 1.430 -0.022 -0.335  N2 1.352, C5 1.458, N11 1.276
9 H -2.416 1.206 0.137  C4 1.096
10 H 2.567 -1.460 -0.817  N11 1.015
11 N 1.615 -1.271 -0.520  C8 1.276, H10 1.015
12 H 0.181 1.484 0.293  N2 1.010
13 H -1.019 -0.651 1.173  C3 1.099
14 N 3.645 0.741 0.347  C5 1.157

**Frontier orbital gap**: 9.94 eV
**SMILES**: [H]/N=C(\C#N)NCC

---

Most stable = #x

---

#w
# C4H7N3

One molecule with the formula C4H7N3 (ωB97M-V/def2-TZVPD, the OMol25 dataset).

Bonds (Å) are listed after each position.
CARTESIAN COORDINATES (ANGSTROEM)
1 H -0.864 1.270 -0.632  C9 1.094
2 H 1.694 1.898 -0.350  N14 1.212
3 H 3.063 0.734 0.253  N14 1.091
4 H -1.039 1.165 1.292  C9 1.218
5 H 3.049 -1.291 -0.365  N13 1.139
6 C -2.329 -0.005 -0.186  C8 1.224, C9 1.455
7 N -0.053 -0.441 -0.194  C9 1.512, C10 1.414, H11 0.982
8 C -3.393 -0.555 0.064  C6 1.224, H12 1.102
9 C -1.069 0.604 0.210  H1 1.094, H4 1.218, C6 1.455, N7 1.512
10 C 1.312 -0.268 0.130  N7 1.414, N13 1.338, N14 1.284
11 H -0.092 -1.410 -0.042  N7 0.982
12 H -4.343 -1.059 -0.175  C8 1.102
13 N 2.026 -1.399 0.122  H5 1.139, C10 1.338
14 N 2.040 0.758 -0.127  H2 1.212, H3 1.091, C10 1.284

**Frontier orbital gap**: 8.87 eV
**SMILES**: [H]/N=C(\N)NCC#C

---

#x
# C4H7N3

One molecule with the formula C4H7N3 (ωB97M-V/def2-TZVPD, the OMol25 dataset).

Bonds (Å) are listed after each position.
CARTESIAN COORDINATES (ANGSTROEM)
1 H -0.717 1.851 -0.567  C14 1.107
2 H -0.406 1.408 1.089  C14 1.015
3 N 1.176 -2.079 -0.266  N6 1.238, H8 1.034
4 H -1.873 -0.375 -0.880  C5 1.060
5 C -1.832 0.097 0.068  H4 1.060, H9 1.121, H12 1.201, C14 1.583
6 N 0.727 -1.253 0.540  N3 1.238, C10 1.791
7 C 2.074 0.924 0.022  C10 1.453, N13 1.167
8 H 1.011 -3.028 0.110  N3 1.034
9 H -2.776 0.621 0.370  C5 1.121
10 C 0.801 0.315 -0.322  N6 1.791, C7 1.453, H11 1.070, C14 1.610
11 H 0.919 0.024 -1.345  C10 1.070
12 H -1.710 -0.838 0.812  C5 1.201
13 N 3.163 1.303 0.210  C7 1.167
14 C -0.558 1.031 0.159  H1 1.107, H2 1.015, C5 1.583, C10 1.610

**Frontier orbital gap**: 9.90 eV
**SMILES**: [H]/N=N/[C@H](C#N)CC

---

Most stable = #x

---

#w
# H2IO

A 2-piece molecular cluster, H2IO overall (ωB97M-V/def2-TZVPD, the OMol25 dataset).

Bonds (Å) are listed after each position.
CARTESIAN COORDINATES (ANGSTROEM)
1 O -0.731 0.830 -0.253  H3 0.989, H4 0.961
2 I 1.575 -1.866 -0.074  no bonds
3 H 0.029 0.209 -0.371  O1 0.989
4 H -0.873 0.826 0.698  O1 0.961

**Total charge**: -1
**Frontier orbital gap**: 7.56 eV

---

#x
# H2IO

A 2-piece molecular cluster, H2IO overall (ωB97M-V/def2-TZVPD, the OMol25 dataset).

Bonds (Å) are listed after each position.
CARTESIAN COORDINATES (ANGSTROEM)
1 H 1.685 -0.725 0.243  O3 0.984
2 H 0.805 0.495 -0.160  O3 0.984
3 O 1.723 0.145 -0.216  H1 0.984, H2 0.984
4 I -4.213 0.085 0.133  no bonds

**Total charge**: -1
**Frontier orbital gap**: 6.84 eV

---

Most stable = #w

---

#w
# C3H4O3

One molecule with the formula C3H4O3 (ωB97M-V/def2-TZVPD, the OMol25 dataset).

Bonds (Å) are listed after each position.
CARTESIAN COORDINATES (ANGSTROEM)
1 O -0.617 0.737 -0.507  C2 1.286, C6 1.533
2 C -0.257 -0.132 0.370  O1 1.286, C5 1.494, C6 1.817
3 H 1.403 -1.348 0.172  C5 1.106
4 O -2.378 -0.728 -1.109  C6 1.192
5 C 1.222 -0.304 0.491  C2 1.494, H3 1.106, O7 1.398, H10 1.095
6 C -1.948 0.012 -0.279  O1 1.533, C2 1.817, O4 1.192, H9 1.090
7 O 2.004 0.633 -0.190  C5 1.398, H8 0.967
8 H 1.591 0.820 -1.044  O7 0.967
9 H -2.459 0.531 0.531  C6 1.090
10 H 1.499 -0.265 1.550  C5 1.095

**Frontier orbital gap**: 9.73 eV

---

#x
# C3H4O3

One molecule with the formula C3H4O3 (ωB97M-V/def2-TZVPD, the OMol25 dataset).

Bonds (Å) are listed after each position.
CARTESIAN COORDINATES (ANGSTROEM)
1 C -1.243 1.259 0.261  H2 1.114, O9 1.281
2 H -1.917 2.016 0.722  C1 1.114
3 H 0.084 -1.850 -1.304  O8 0.971
4 C 0.352 -0.352 0.691  H5 1.110, C7 1.469, O9 1.540, O10 1.286
5 H -0.140 -1.299 0.997  C4 1.110
6 H 0.891 0.842 -1.085  C7 1.079
7 C 0.477 -0.096 -0.750  C4 1.469, H6 1.079, O8 1.305
8 O 0.495 -1.041 -1.651  H3 0.971, C7 1.305
9 O -0.613 0.718 1.236  C1 1.281, C4 1.540
10 O 1.614 -0.198 0.884  C4 1.286

**Frontier orbital gap**: 8.98 eV

---

#y
# C3H4O3

A 2-piece molecular cluster, C3H4O3 overall (ωB97M-V/def2-TZVPD, the OMol25 dataset).

Bonds (Å) are listed after each position.
CARTESIAN COORDINATES (ANGSTROEM)
1 H -0.358 0.098 1.452  O8 0.980
2 C 0.118 -1.095 0.096  C3 1.336, H7 1.085, O8 1.381
3 C 0.664 -0.321 -0.846  C2 1.336, O4 1.360, H10 1.084
4 O 1.354 0.803 -0.512  C3 1.360, H5 0.974
5 H 1.536 0.712 0.440  O4 0.974
6 C -1.490 1.180 0.309  O9 1.132
7 H -0.434 -2.010 -0.094  C2 1.085
8 O 0.229 -0.686 1.410  H1 0.980, C2 1.381
9 O -2.182 1.794 -0.343  C6 1.132
10 H 0.563 -0.474 -1.913  C3 1.084

**Frontier orbital gap**: 9.78 eV

---

Most stable = #y